[1]
Below is an isolated molecule of C19H22ClN3OS, with properties calculated with ωB97M-V/def2-TZVPD.

The value obtained for the energy relative to the best compared isomer or geometry (same formula, charge and spin) is 0.0 kcal/mol. The LUMO energy comes out at 0.68 eV. The calculation puts the molar mass at 375.9 g/mol. Its total charge is 0. The spin multiplicity is 1.

Last column: Löwdin charge in e.
Cartesian coordinates (Å):
O1 0.75 0.22 0.66  0.035
C1 -0.02 -0.71 0.45  -0.444
C2 0.45 -2.16 0.49  -0.171
C3 1.97 -2.25 0.51  -0.450
S1 2.70 -2.18 -1.17  0.883
C4 3.11 -0.42 -1.29  -0.456
C5 4.29 0.00 -0.46  -0.305
C6 5.23 -0.90 0.01  -0.067
C7 6.30 -0.48 0.77  -0.082
C8 6.45 0.86 1.09  -0.089
C9 5.53 1.78 0.62  -0.109
C10 4.46 1.35 -0.15  -0.604
Cl1 3.34 2.53 -0.73  0.716
N1 -1.32 -0.49 0.17  -0.052
C11 -2.37 -1.48 0.05  -0.116
C12 -3.41 -1.26 1.16  -0.137
N2 -3.93 0.09 1.11  -0.084
C13 -5.05 0.33 0.34  -0.293
C14 -5.58 1.61 0.15  -0.012
C15 -6.75 1.75 -0.57  -0.079
C16 -7.37 0.62 -1.09  -0.087
C17 -6.78 -0.61 -0.83  -0.148
N3 -5.66 -0.75 -0.15  0.106
C18 -2.87 1.06 1.25  -0.124
C19 -1.83 0.87 0.14  -0.102
H1 0.08 -2.69 -0.39  0.101
H2 0.04 -2.62 1.39  0.124
H3 2.41 -1.44 1.09  0.081
H4 2.29 -3.21 0.92  0.073
H5 2.23 0.15 -1.00  0.033
H6 3.31 -0.24 -2.35  0.088
H7 5.11 -1.94 -0.24  0.081
H8 7.02 -1.21 1.13  0.102
H9 7.29 1.19 1.69  0.102
H10 5.64 2.83 0.85  0.101
H11 -1.97 -2.49 0.12  0.113
H12 -2.87 -1.36 -0.92  0.132
H13 -4.24 -1.95 1.04  0.110
H14 -2.95 -1.40 2.14  0.129
H15 -5.10 2.49 0.56  0.096
H16 -7.17 2.73 -0.74  0.106
H17 -8.28 0.69 -1.66  0.094
H18 -7.21 -1.53 -1.20  0.105
H19 -3.25 2.08 1.22  0.108
H20 -2.39 0.90 2.22  0.133
H21 -0.98 1.54 0.28  0.124
H22 -2.29 1.05 -0.84  0.136


[2]
Below is an isolated molecule of C20H21N5O2S, with properties calculated with ωB97M-V/def2-TZVPD.

The value obtained for the energy relative to the best compared isomer or geometry (same formula, charge and spin) is 66.6 kcal/mol. The LUMO energy comes out at 0.61 eV. The calculation puts the molar mass at 395.5 g/mol. Its total charge is 0. The spin multiplicity is 1.

Last column: Löwdin charge in e.
Cartesian coordinates (Å):
C1 1.74 3.71 4.09  -0.026
C2 1.61 2.90 2.86  -0.417
N1 2.33 1.78 2.65  0.133
C3 1.93 1.37 1.47  -0.581
S1 2.22 0.11 0.35  1.144
C4 1.01 0.78 -0.75  -0.357
C5 0.71 0.16 -2.08  -0.236
C6 1.99 -0.32 -2.71  -0.264
C7 2.29 -1.45 -3.41  -0.013
C8 3.66 -1.33 -3.78  -0.054
C9 4.08 -0.14 -3.27  -0.114
O1 3.08 0.48 -2.63  0.024
N2 -0.25 -0.93 -2.10  -0.125
C10 -1.65 -0.59 -2.24  -0.139
C11 -2.34 -0.33 -0.89  -0.129
N3 -2.19 -1.50 -0.05  -0.101
C12 -3.13 -1.75 0.95  -0.229
C13 -2.77 -2.07 2.26  -0.031
C14 -3.74 -2.38 3.20  -0.094
C15 -5.08 -2.36 2.86  -0.110
C16 -5.45 -2.05 1.56  -0.095
C17 -4.49 -1.75 0.62  -0.032
C18 -0.79 -1.78 0.20  -0.157
C19 -0.07 -2.00 -1.14  -0.153
C20 0.47 1.92 -0.25  -0.333
O2 -0.46 2.70 -0.81  0.112
N4 0.98 2.23 0.99  -0.073
N5 0.78 3.21 1.87  0.151
H1 1.46 3.12 4.95  0.080
H2 2.77 4.03 4.21  0.080
H3 1.09 4.58 4.02  0.075
H4 0.29 0.96 -2.71  0.164
H5 1.63 -2.25 -3.64  0.112
H6 4.24 -2.04 -4.33  0.100
H7 5.03 0.36 -3.30  0.120
H8 -1.75 0.28 -2.88  0.125
H9 -2.14 -1.44 -2.72  0.127
H10 -3.40 -0.13 -1.06  0.113
H11 -1.89 0.55 -0.42  0.119
H12 -1.74 -2.07 2.56  0.099
H13 -3.44 -2.62 4.21  0.101
H14 -5.84 -2.60 3.60  0.096
H15 -6.49 -2.04 1.28  0.101
H16 -4.80 -1.53 -0.39  0.104
H17 -0.71 -2.71 0.77  0.125
H18 -0.31 -0.97 0.77  0.101
H19 1.00 -2.14 -0.97  0.106
H20 -0.47 -2.91 -1.60  0.130
H21 -0.62 3.46 -0.23  0.121


[3]
Below is a structure of composition C18H48AlFN7O4P2, with properties calculated with ωB97M-V/def2-TZVPD.

The LUMO energy comes out at 2.27 eV. The calculation puts the molar mass at 534.6 g/mol. Its total charge is -1. The spin multiplicity is 1.

Last column: Löwdin charge in e.
Cartesian coordinates (Å):
C1 -0.49 -0.74 -1.48  -0.173
C2 -0.03 0.06 -2.70  -0.323
C3 1.09 -0.61 -3.54  -0.416
C4 0.42 -1.59 -4.52  -0.167
Al1 2.30 -1.58 -2.20  0.339
C5 4.20 -1.87 -2.96  -0.400
O1 4.48 -2.66 -3.82  0.016
N1 5.40 -1.05 -2.39  0.092
C6 5.54 0.19 -2.92  -0.601
O2 5.70 0.51 -4.06  0.111
F1 5.52 1.17 -1.95  0.051
H1 -1.52 -0.44 -1.22  0.059
H2 0.10 -0.54 -0.59  0.033
H3 -0.55 -1.81 -1.68  0.047
H4 0.35 1.03 -2.36  0.088
H5 -0.92 0.24 -3.32  0.075
H6 1.69 0.15 -4.04  0.070
H7 0.41 -2.63 -4.17  0.041
H8 0.89 -1.59 -5.51  0.058
H9 -0.63 -1.31 -4.69  0.053
H10 1.65 -2.99 -1.74  -0.076
H11 2.43 -0.60 -0.92  -0.061
H12 5.27 -0.99 -1.39  0.096
O3 1.72 -1.61 2.05  -0.291
P1 1.95 -2.89 2.77  0.672
N2 0.76 -2.78 4.03  -0.292
C7 0.82 -3.52 5.27  -0.147
C8 -0.62 -2.74 3.53  -0.141
N3 3.52 -2.53 3.40  -0.325
C9 3.90 -2.78 4.77  -0.160
C10 4.11 -1.27 2.95  -0.130
N4 2.24 -4.60 2.91  -0.275
C11 3.50 -5.05 2.28  -0.124
C12 1.18 -5.40 2.24  -0.126
H13 0.66 -4.60 5.16  0.077
H14 0.04 -3.15 5.94  0.078
H15 1.76 -3.37 5.79  0.042
H16 -0.97 -3.70 3.12  0.061
H17 -0.71 -1.99 2.74  0.076
H18 -1.30 -2.45 4.33  0.075
H19 3.41 -2.08 5.47  0.080
H20 4.98 -2.66 4.88  0.075
H21 3.68 -3.80 5.08  0.069
H22 3.66 -0.40 3.45  0.085
H23 4.01 -1.14 1.88  0.068
H24 5.18 -1.28 3.18  0.076
H25 3.55 -4.80 1.22  0.092
H26 3.58 -6.14 2.38  0.077
H27 4.38 -4.63 2.77  0.065
H28 1.04 -5.12 1.19  0.091
H29 0.23 -5.31 2.75  0.055
H30 1.45 -6.46 2.27  0.076
O4 -2.62 2.34 -2.34  -0.271
P2 -3.17 3.57 -1.72  0.644
N5 -2.82 3.34 -0.05  -0.286
C13 -3.47 4.06 1.03  -0.141
C14 -1.39 3.17 0.23  -0.119
N6 -4.85 3.34 -2.00  -0.324
C15 -5.87 3.60 -1.01  -0.155
C16 -5.22 2.14 -2.76  -0.133
N7 -3.34 5.30 -1.70  -0.277
C17 -4.05 5.85 -2.87  -0.132
C18 -2.02 5.99 -1.68  -0.128
H31 -3.19 5.13 1.08  0.079
H32 -3.18 3.61 1.98  0.081
H33 -4.55 3.99 0.98  0.040
H34 -0.81 4.10 0.12  0.064
H35 -0.95 2.43 -0.44  0.070
H36 -1.24 2.81 1.25  0.082
H37 -5.87 2.86 -0.20  0.083
H38 -6.86 3.58 -1.48  0.076
H39 -5.77 4.60 -0.58  0.070
H40 -5.15 1.23 -2.16  0.088
H41 -4.58 2.02 -3.64  0.071
H42 -6.25 2.24 -3.12  0.075
H43 -3.56 5.59 -3.82  0.088
H44 -4.08 6.94 -2.79  0.077
H45 -5.08 5.52 -2.92  0.065
H46 -1.38 5.68 -2.51  0.090
H47 -1.50 5.81 -0.74  0.057
H48 -2.17 7.06 -1.75  0.076